Record 1
{
  "formula": "C28H37ClN4P2Re",
  "method": "wB97M-V/def2-TZVPD",
  "species": ["Re", "C", "C", "C", "C", "C", "C", "C", "C", "C", "H", "H", "H", "H", "H", "H", "H", "H", "H", "H", "H", "H", "H", "H", "H", "P", "P", "N", "N", "N", "N", "C", "C", "C", "C", "C", "C", "C", "C", "C", "C", "C", "C", "C", "C", "C", "C", "C", "C", "H", "H", "H", "H", "H", "H", "H", "H", "H", "H", "H", "H", "H", "H", "H", "H", "H", "H", "H", "H", "Cl", "C", "H", "H"],
  "xyz": [[2.134, 0.200, -0.400], [0.335, 2.555, 3.273], [0.040, 1.265, 3.521], [-1.303, 0.694, 3.864], [-2.519, 1.086, 3.009], [-2.290, 1.475, 1.566], [-1.911, 2.703, 1.153], [-1.559, 3.861, 2.040], [-0.640, 3.677, 3.258], [1.719, 2.206, -0.068], [1.374, 2.816, 3.017], [0.806, 0.496, 3.381], [-1.605, 0.887, 4.901], [-1.158, -0.388, 3.828], [-3.150, 0.182, 2.936], [-3.090, 1.850, 3.565], [-2.770, 0.801, 0.837], [-2.187, 2.998, 0.119], [-2.453, 4.382, 2.443], [-1.084, 4.594, 1.365], [-0.007, 4.576, 3.313], [-1.274, 3.629, 4.156], [2.168, 2.578, 0.859], [0.627, 2.381, 0.111], [2.060, 2.879, -0.868], [0.428, 0.649, -1.762], [0.922, -1.378, 0.801], [-0.987, 1.505, -2.299], [1.247, 0.677, -3.432], [-0.961, -2.334, 0.848], [1.538, -3.184, 1.323], [-0.058, -1.090, -1.745], [1.099, -1.774, -1.014], [-1.078, 2.869, -2.598], [-2.243, 3.077, -3.320], [-2.866, 1.804, -3.511], [-2.092, 0.863, -2.877], [2.543, 1.056, -3.712], [2.874, 0.628, -5.014], [1.726, -0.068, -5.507], [0.760, -0.016, -4.522], [-1.979, -2.266, 1.779], [-3.078, -3.062, 1.385], [-2.706, -3.687, 0.170], [-1.402, -3.264, -0.094], [0.940, -4.399, 1.661], [1.815, -5.463, 1.377], [3.024, -4.866, 0.909], [2.830, -3.483, 0.914], [-0.184, -1.519, -2.745], [-1.006, -1.148, -1.199], [1.159, -2.864, -1.086], [2.164, -1.343, -1.373], [-0.311, 3.556, -2.246], [-2.589, 4.011, -3.714], [-3.764, 1.582, -4.066], [-2.205, -0.209, -2.781], [3.154, 1.525, -2.962], [3.812, 0.797, -5.518], [1.626, -0.557, -6.480], [-0.220, -0.481, -4.479], [-1.893, -1.702, 2.699], [-4.012, -3.204, 1.911], [-3.278, -4.391, -0.445], [-0.807, -3.558, -0.939], [-0.048, -4.465, 2.100], [1.598, -6.526, 1.487], [3.933, -5.366, 0.589], [3.527, -2.696, 0.642], [4.748, 0.240, 0.305], [3.344, 0.342, 1.370], [3.346, -0.496, 2.078], [3.348, 1.296, 1.911]],
  "mulliken_spin": [1.701, 0.007, 0.014, -0.001, 0.019, -0.008, 0.012, 0.001, 0.000, 0.051, 0.000, -0.015, -0.001, 0.003, -0.003, 0.000, -0.011, 0.000, 0.000, 0.000, 0.000, 0.000, -0.003, -0.009, -0.001, 0.011, 0.151, 0.000, 0.010, 0.082, 0.067, 0.069, -0.121, 0.002, 0.000, -0.001, 0.001, 0.008, 0.011, 0.013, 0.006, 0.256, 0.164, 0.048, 0.359, 0.012, 0.021, 0.004, 0.033, -0.006, 0.002, 0.019, 0.066, 0.001, 0.000, 0.000, 0.000, -0.005, 0.000, 0.000, 0.001, 0.099, -0.003, 0.002, 0.017, 0.004, 0.001, 0.000, -0.002, -0.035, -0.131, 0.001, 0.005],
  "total_charge": 2,
  "s_squared": 3.814,
  "multiplicity": 4,
  "relative_energy_ev": 4.289,
  "homo_ev": [-13.750, -13.708],
  "lumo_energy_ev": [-8.60, -9.12]
}

Record 2
{
  "formula": "C18H20BF4N4O2RhS2",
  "method": "wB97M-V/def2-TZVPD",
  "species": ["Rh", "C", "C", "N", "N", "C", "S", "S", "C", "C", "C", "C", "C", "C", "C", "C", "C", "C", "C", "C", "C", "O", "H", "H", "H", "H", "H", "H", "H", "H", "H", "H", "H", "H", "H", "H", "F", "B", "F", "F", "F", "C", "N", "C", "N", "O", "H", "H", "H", "H", "H", "H"],
  "xyz": [[-0.393, 2.010, 0.070], [2.358, -1.299, 1.223], [1.716, 0.053, 1.351], [1.448, 0.771, 0.256], [1.958, 0.301, -0.878], [1.652, 0.998, -1.960], [0.686, 2.405, -2.042], [2.261, 0.435, -3.487], [3.112, -1.114, -3.059], [2.239, -2.341, -3.146], [2.635, -3.408, -3.944], [1.867, -4.563, -4.017], [0.692, -4.661, -3.289], [0.287, -3.598, -2.492], [1.052, -2.445, -2.422], [1.436, 0.604, 2.628], [1.837, -0.127, 3.786], [1.775, 0.394, 5.039], [1.305, 1.723, 5.237], [0.887, 2.463, 4.187], [0.874, 1.933, 2.846], [0.348, 2.656, 1.959], [2.238, -1.672, 0.212], [1.886, -2.003, 1.903], [3.426, -1.246, 1.446], [3.527, -0.982, -2.061], [3.938, -1.186, -3.766], [3.553, -3.336, -4.516], [2.189, -5.384, -4.646], [0.091, -5.560, -3.345], [-0.630, -3.662, -1.920], [0.718, -1.625, -1.800], [2.221, -1.127, 3.662], [2.093, -0.196, 5.887], [1.274, 2.135, 6.238], [0.500, 3.465, 4.303], [-1.118, -0.190, -0.487], [-1.568, -0.732, 0.778], [-0.737, -1.752, 1.173], [-1.506, 0.371, 1.676], [-2.895, -1.123, 0.623], [-5.833, 3.655, -0.527], [-4.406, 3.804, -0.349], [-3.536, 2.790, -0.140], [-4.037, 1.549, -0.065], [-2.321, 3.058, -0.032], [-6.270, 4.640, -0.667], [-6.301, 3.210, 0.354], [-6.074, 3.052, -1.406], [-3.974, 4.703, -0.463], [-5.025, 1.386, -0.113], [-3.457, 0.766, 0.201]],
  "nbo_charge": [1.280, -0.686, 0.301, -0.279, -0.381, -0.085, -0.147, 0.359, -0.577, 0.048, -0.243, -0.208, -0.219, -0.188, -0.238, -0.155, -0.115, -0.233, -0.159, -0.268, 0.473, -0.635, 0.258, 0.241, 0.232, 0.258, 0.232, 0.205, 0.212, 0.213, 0.221, 0.230, 0.212, 0.218, 0.219, 0.229, -0.572, 1.338, -0.543, -0.572, -0.553, -0.426, -0.609, 0.803, -0.812, -0.754, 0.225, 0.199, 0.199, 0.415, 0.398, 0.444],
  "s_squared": 6.069,
  "multiplicity": 5,
  "relative_energy_ev": 0.000,
  "homo_ev": [-7.894, -8.297],
  "lumo_energy_ev": [-0.32, -2.59]
}

The lowest multiplicity belongs to which entry?
C28H37ClN4P2Re

multiplicity of number 1 (C28H37ClN4P2Re)?
4